1.
A single C2H2F2O molecule, computed with wB97M-V/def2-TZVPD.

Properties
- Orbital gap: 11.04 eV
- Spin multiplicity: 1
- Net charge: 0

```
7
Properties=species:S:1:pos:R:3:forces:R:3
F -1.5395 -0.7866 0.0188 -1.852 -0.100 2.807
F -0.3839 1.3391 0.1018 -2.144 -0.186 0.875
O 1.8989 -0.2578 -0.2528 -1.560 -0.642 1.041
C 0.8612 -0.3890 0.3510 -0.207 0.071 1.800
C -0.5252 -0.0046 -0.2372 3.789 0.370 -3.393
H 0.7041 -0.5285 1.5672 0.936 -0.033 -2.498
H -0.6008 -0.0193 -1.3135 1.039 0.520 -0.631
```
Forces are in eV/Å.

***

2.
A molecular structure, C14H17N3SZr, computed with wB97M-V/def2-TZVPD.

Properties
- Orbital gap (alpha / beta): 3.88 / 3.88 eV
- Spin multiplicity: 1
- Net charge: +2

```
36
Properties=species:S:1:pos:R:3:forces:R:3
Zr 0.1472 -1.0281 -0.4321 0.266 -0.307 -1.070
S 3.9042 -0.0641 6.2014 -0.064 0.376 -0.499
N 2.8564 0.8038 3.7825 1.409 2.401 0.271
N -1.7546 -0.2887 -0.1395 -0.573 0.450 0.155
N 0.4065 0.8140 -1.3255 -0.211 -0.027 0.369
C -3.2901 0.6065 -1.7336 -0.482 0.102 -0.694
C 1.5901 1.1826 -1.8636 -1.248 1.379 -1.525
C -2.7375 -0.8605 0.5919 -0.580 1.410 -1.179
C 0.8216 -2.9274 -1.1333 0.483 -0.727 0.207
C 1.1826 -0.8083 3.1965 -1.571 -2.062 -1.019
C -0.8523 1.6905 -3.1494 -0.293 0.740 -1.626
C -4.3134 0.0794 -0.9740 0.386 0.412 -0.337
C -1.9824 0.3927 -1.3315 0.388 -0.544 1.496
C -0.8149 0.9347 -2.0038 1.438 -0.441 1.628
C 2.3987 -0.1342 2.7724 0.493 0.425 0.584
C 3.3895 0.4771 4.8851 -0.071 -0.561 0.783
C -4.0383 -0.6219 0.2054 0.200 -0.807 0.713
C 1.5615 1.9078 -3.0486 0.783 -0.480 0.402
C 0.3315 2.1638 -3.6932 -0.524 0.059 0.216
H -4.8275 -0.9996 0.8239 -0.374 -0.144 0.049
H 0.5088 -0.1729 3.7706 0.026 -0.262 0.103
H 1.2394 -3.4982 -0.2724 -0.071 0.021 -0.337
H -5.3290 0.2316 -1.3037 -0.156 0.004 0.150
H 0.0053 -3.5101 -1.5761 0.185 -0.125 -0.028
H 2.9542 1.7903 3.4439 -0.054 -0.978 0.796
H 1.3712 -1.8277 3.6058 -0.408 0.925 0.096
H 0.7307 -0.9415 2.1622 -0.312 -0.359 1.156
H 1.6317 -2.8040 -1.8693 -0.152 -0.198 0.012
H 2.1509 0.5230 1.9813 0.084 0.412 -1.291
H 2.4542 0.9497 -1.2606 0.314 0.207 -0.198
H -3.4495 1.1962 -2.6456 -0.316 -0.469 0.536
H -2.3790 -1.3884 1.4640 -0.490 -0.137 0.179
H 0.2974 2.7524 -4.6143 0.115 -0.183 0.404
H 3.1845 -0.8181 2.5385 0.615 -0.291 -0.466
H -1.8400 1.9096 -3.5932 0.933 -0.112 -0.005
H 2.4906 2.2879 -3.4620 -0.166 -0.108 -0.031
```
Forces are in eV/Å.

***

3.
A single C4H7N molecule, computed with wB97M-V/def2-TZVPD.

Properties
- Orbital gap: 10.19 eV
- Spin multiplicity: 1
- Net charge: 0

```
12
Properties=species:S:1:pos:R:3:forces:R:3
N 0.4738 -1.9304 0.5397 -1.426 -2.011 0.956
C 0.1514 0.1927 -0.1364 -1.753 2.471 -1.077
C 1.0389 -0.9506 0.0269 1.042 0.824 0.599
C 0.5362 1.3912 -0.6106 0.148 -1.665 0.523
C -1.4521 0.2287 0.1800 5.338 -1.057 2.371
H -1.5514 1.0428 0.8427 -0.397 0.732 1.074
H -1.7473 -0.6858 0.5889 -0.790 -1.240 0.499
H -0.1632 2.1672 -0.4837 -0.639 1.097 -0.342
H 2.1610 -0.8140 -0.0538 -1.120 -0.062 -0.314
H -1.8412 0.4928 -0.6892 -2.193 0.670 -3.808
H 0.9485 -2.7441 0.9065 0.832 0.145 -0.473
H 1.4455 1.6095 -1.1110 0.957 0.097 -0.008
```
Forces are in eV/Å.

***

4.
2 unconnected molecules or ions with the total composition C3H10NOPS, computed with wB97M-V/def2-TZVPD.

Properties
- Orbital gap (alpha / beta): 8.31 / 8.31 eV
- Spin multiplicity: 1
- Net charge: 0

```
17
Properties=species:S:1:pos:R:3:forces:R:3
S -1.9940 1.0622 -0.3208 -1.473 0.971 -0.021
P -0.7853 -0.5463 -0.0331 2.583 -0.522 1.292
O -0.1653 -1.1754 -1.2114 0.881 0.581 -0.844
N -1.7172 -1.8160 0.5393 0.304 -0.027 0.184
C 2.3490 -0.2545 0.7359 -1.904 -2.771 2.871
C -1.3529 1.7003 -1.8771 0.713 -1.133 -2.770
C 1.2040 0.2893 1.4558 -3.620 -2.268 -1.232
H -1.7974 2.6790 -2.1402 0.768 -0.070 1.040
H -0.2145 1.5989 -1.8709 -1.625 0.743 -0.127
H 1.1475 1.3052 1.5011 -0.599 2.831 0.008
H 2.3623 -1.2754 1.1394 1.123 -0.001 -0.405
H -1.1071 -2.6203 0.5790 0.112 -0.193 -0.335
H -2.3109 -1.8743 1.3267 -0.731 0.660 0.919
H 3.1640 0.3181 0.9468 2.699 1.236 0.469
H 2.1678 -0.3458 -0.2562 -0.382 -0.056 -3.263
H 0.7622 -0.1859 2.3207 0.532 -0.148 0.219
H -1.7122 1.1409 -2.8350 0.620 0.168 1.996
```
Forces are in eV/Å.

***

5.
A molecular structure, C4H6LiO2Yb, computed with wB97M-V/def2-TZVPD.

Properties
- Orbital gap (alpha / beta): 5.46 / 6.82 eV
- Spin multiplicity: 3
- Net charge: +1
- ⟨S²⟩: 2.007

```
14
Properties=species:S:1:pos:R:3:forces:R:3
Yb 2.1173 -0.4780 1.5318 -0.013 0.246 -0.236
O -1.8168 -0.0500 1.8377 1.900 -2.654 -2.525
O 1.9912 0.4390 -0.3546 -0.535 -0.468 0.850
C 0.9310 0.6896 -1.2122 0.264 -0.062 -0.888
C -1.0466 -0.6928 1.0964 1.054 1.435 3.332
C -0.4623 0.4936 -0.5964 0.134 -0.243 -2.167
C -0.6245 -1.1840 -0.1949 -2.411 1.859 0.076
Li -0.1330 0.5838 3.9969 -0.214 -0.082 -0.279
H 0.9985 0.0338 -2.1083 0.031 0.347 0.233
H 0.2241 -1.7050 -0.6601 1.095 0.431 1.764
H -0.5518 1.3221 0.1289 -0.320 -1.212 0.521
H 0.9800 1.7420 -1.5619 -0.162 -0.405 -0.004
H -1.2293 0.7096 -1.3572 0.175 -0.260 0.253
H -1.3778 -1.9035 -0.5460 -1.000 1.067 -0.930
```
Forces are in eV/Å.

***

6.
A single C4H9FSi molecule, computed with wB97M-V/def2-TZVPD.

Properties
- Orbital gap: 10.11 eV
- Spin multiplicity: 1
- Net charge: 0

```
15
Properties=species:S:1:pos:R:3:forces:R:3
Si 2.8009 -0.3224 0.4188 -2.244 -0.086 -2.611
F 3.6505 0.8112 -0.3408 -0.016 0.090 -0.455
C 0.8040 -0.4937 -0.5769 1.283 0.965 4.677
C -0.3345 -0.2104 0.1150 0.748 0.364 -0.424
C -0.5324 0.3068 1.5296 1.613 -1.242 -1.186
C -1.6052 -0.2188 -0.6307 -2.520 -1.799 0.408
H -1.8839 0.7706 -0.7820 -0.279 2.177 -0.781
H 0.5548 -0.8927 -1.5144 0.738 -0.512 -1.514
H -2.5676 -0.5379 -0.0881 1.626 -0.201 -0.164
H -0.7671 1.3329 1.6268 0.015 1.284 -0.252
H 2.9132 0.2910 1.7484 -0.537 -0.624 0.396
H -1.3474 -0.2066 1.9540 -0.980 -0.846 0.676
H 3.5156 -1.5862 0.0819 -0.193 0.154 0.540
H -1.6398 -0.7489 -1.5790 0.375 0.037 -0.103
H 0.3660 0.0479 2.0544 0.371 0.241 0.793
```
Forces are in eV/Å.

***

Results for ΔE to the lowest compared entry with this formula, charge and spin: 23.1 0.0 45.9 73.7 10.6 22.7 (in kcal per mole, following the order of the records).